(one)
The following is a DFT calculation (wB97M-V/def2-TZVPD) of a 2-piece molecular cluster, C4H11NO2S overall.

frontier orbital gap = 9.4 eV
LUMO = 0.40 eV
E_HOMO = -9.0 eV
net charge = 0
structure (SMILES) = N[C@@H](C=O)CCS.O

Atoms and positions in Å:
O 1.268 1.628 1.923
C 0.591 0.651 1.564
C 0.927 -0.213 0.402
C -0.006 0.331 -0.659
C -0.477 -0.962 -1.483
S -1.328 -0.579 -3.178
N 2.379 -0.103 -0.101
H -0.244 0.266 2.205
H 0.864 -1.273 0.748
H -0.910 0.805 -0.248
H 0.551 1.128 -1.214
H -1.265 -1.505 -0.850
H 0.484 -1.538 -1.641
H -1.537 0.616 -2.947
H 2.807 0.740 0.005
H 2.928 -0.900 0.215
H -2.184 -0.044 2.459
H -2.622 0.897 1.279
O -2.226 0.056 1.521

(two)
The following is a DFT calculation (wB97M-V/def2-TZVPD) of a 2-piece molecular cluster, C4H11NO2S overall.

frontier orbital gap = 9.7 eV
LUMO = 0.85 eV
E_HOMO = -8.8 eV
net charge = 0

Atoms and positions in Å:
C 0.259 -0.850 -1.376
C 1.628 -2.768 -0.360
C -1.692 3.332 0.469
C 0.583 -1.705 -0.196
N 0.032 -1.407 0.903
O -1.224 0.982 1.286
O 0.720 2.269 0.305
S -0.338 2.375 1.302
H -0.775 -0.522 -1.317
H 0.439 -1.362 -2.316
H 0.883 0.043 -1.333
H 2.608 -2.292 -0.293
H 1.558 -3.259 -1.327
H 1.559 -3.513 0.432
H -2.600 3.187 1.043
H -1.424 4.382 0.433
H -1.812 2.938 -0.533
H -0.705 0.144 1.175
H 0.303 -1.974 1.703

Energies, relative to the best one, in eV: (one) 1.211; (two) 0.000.

(one)
The following is a DFT calculation (wB97M-V/def2-TZVPD) of a 2-piece molecular cluster, C4H11NO2S overall.

frontier orbital gap = 10.1 eV
LUMO = 0.73 eV
E_HOMO = -9.3 eV
net charge = 0
structure (SMILES) = O=CNCCCS.O

Atoms and positions in Å:
C -1.592 0.269 -0.247
N -1.301 1.575 0.336
C -0.768 1.659 1.577
O -0.231 2.640 2.049
C -0.612 -0.154 -1.321
C -0.478 -1.689 -1.433
S 1.058 -2.334 -0.725
H -1.585 -0.432 0.582
H -2.633 0.274 -0.585
H -0.952 2.274 -0.304
H -0.871 0.746 2.168
H -0.922 0.228 -2.288
H 0.345 0.321 -1.139
H -1.288 -2.172 -0.872
H -0.636 -2.046 -2.443
H 1.843 -1.846 -1.684
H 1.767 0.090 0.849
H 2.841 1.206 0.886
O 2.209 0.770 0.305

(two)
The following is a DFT calculation (wB97M-V/def2-TZVPD) of a 2-piece molecular cluster, C4H11NO2S overall.

frontier orbital gap = 6.2 eV
LUMO = -2.17 eV
E_HOMO = -8.4 eV
net charge = 0

Atoms and positions in Å:
O -2.057 0.030 -0.339
C -1.659 1.099 0.646
C -0.234 0.885 0.863
C 0.758 1.063 -0.216
C 1.099 -0.277 -0.956
S 2.260 -0.028 -2.288
N 0.178 -0.103 1.783
H -2.361 0.840 1.432
H -1.814 2.022 0.057
H 0.266 1.672 -0.979
H 1.665 1.640 0.091
H 0.131 -0.653 -1.415
H 1.316 -0.930 -0.117
H 3.556 0.131 -1.742
H -0.558 -0.189 2.485
H 0.128 -1.021 1.252
H -1.437 -0.749 -0.317
H -0.672 -3.192 -0.159
O -0.564 -2.241 -0.081

Energies, relative to the best one, in eV: (one) 0.000; (two) 4.466.

(one)
The following is a DFT calculation (wB97M-V/def2-TZVPD) of a 2-piece molecular cluster, C4H11NO2S overall.

frontier orbital gap = 9.2 eV
LUMO = 0.53 eV
E_HOMO = -8.7 eV
net charge = 0
structure (SMILES) = CN[C@H](C=O)CS.O

Atoms and positions in Å:
C 1.792 1.740 0.464
N 0.608 1.133 1.085
C -0.232 0.182 0.312
C -0.385 -1.186 0.894
S -0.719 -1.345 2.656
C -1.597 0.894 0.282
O -2.608 0.298 0.572
H 1.848 1.597 -0.625
H 1.905 2.752 0.870
H 2.680 1.156 0.716
H 0.663 0.769 2.029
H 0.115 0.251 -0.730
H -1.171 -1.715 0.342
H 0.417 -1.926 0.771
H -1.981 -0.980 2.753
H -1.541 1.968 0.113
H 0.789 -1.592 -3.770
H -0.483 -2.355 -4.625
O -0.099 -1.640 -4.111

(two)
The following is a DFT calculation (wB97M-V/def2-TZVPD) of C4H11NO2S as an isolated structure.

frontier orbital gap = 9.4 eV
LUMO = 0.45 eV
E_HOMO = -8.9 eV
net charge = 0

Atoms and positions in Å:
C -0.693 -0.400 -1.522
C -1.185 -2.036 0.268
C -1.498 0.438 0.663
C -1.080 -0.648 -0.279
N 2.769 1.462 -0.194
O 3.196 -1.316 -0.157
O 1.251 -0.527 1.083
S 1.908 -0.659 -0.195
H -0.639 0.604 -1.911
H 3.745 1.253 -0.038
H -0.428 -1.186 -2.209
H -2.189 -2.215 0.654
H -0.491 -2.148 1.099
H -0.960 -2.783 -0.488
H -2.500 0.243 1.041
H -0.814 0.456 1.508
H -1.488 1.410 0.176
H 2.668 2.050 -1.011
H 2.387 1.918 0.624

Energies, relative to the best one, in eV: (one) 0.725; (two) 0.000.

(one)
The following is a DFT calculation (wB97M-V/def2-TZVPD) of C2H4OS as an isolated structure.

frontier orbital gap = 10.2 eV
LUMO = 0.72 eV
E_HOMO = -9.5 eV
net charge = 0

Atoms and positions in Å:
C -0.442 0.760 -0.242
C -0.082 -0.368 0.625
O 1.213 -1.327 -0.207
S -1.659 -0.599 -0.153
H -0.659 1.757 0.283
H 0.087 0.806 -1.081
H 0.078 -0.398 1.634
H 1.463 -0.631 -0.858

(two)
The following is a DFT calculation (wB97M-V/def2-TZVPD) of C2H4OS as an isolated structure.

frontier orbital gap = 8.7 eV
LUMO = -1.11 eV
E_HOMO = -9.8 eV
net charge = 0

Atoms and positions in Å:
C -1.048 -0.428 0.207
C -0.083 0.023 -0.771
O -1.478 -1.544 0.308
S 1.425 0.088 1.016
H -1.279 0.334 1.017
H 0.370 -0.621 -1.467
H -0.101 1.073 -0.706
H 2.194 1.075 0.396

(three)
The following is a DFT calculation (wB97M-V/def2-TZVPD) of C2H4OS as an isolated structure.

frontier orbital gap = 8.7 eV
LUMO = -0.65 eV
E_HOMO = -9.4 eV
net charge = 0

Atoms and positions in Å:
C 1.669 0.560 0.255
C -0.873 0.446 -0.428
H 1.532 0.447 1.620
H 2.681 0.199 -0.143
H 1.346 1.714 -0.279
H -0.282 1.450 -1.058
O -2.112 0.107 0.355
S 0.428 -0.669 -0.121

Energies, relative to the best one, in eV: (one) 0.455; (two) 0.000; (three) 3.203.

(one)
The following is a DFT calculation (wB97M-V/def2-TZVPD) of one molecule with the formula C5H9NO4.

frontier orbital gap = 10.7 eV
LUMO = 0.42 eV
E_HOMO = -10.3 eV
net charge = 0
structure (SMILES) = N[C@@H](CCC(=O)O)C(=O)O

Atoms and positions in Å:
C -1.205 0.171 -0.415
C -1.875 -1.012 0.194
C 0.117 0.365 0.484
C 1.139 -0.540 -0.144
C 2.557 -0.209 0.276
H -2.829 1.366 -1.107
H -1.412 2.287 -0.620
H -0.787 -0.025 -1.402
H 0.731 1.275 0.196
H -0.032 0.526 1.536
H 0.963 -0.267 -1.407
H 1.248 -1.809 0.044
H 4.418 -0.643 -0.212
H -2.806 0.176 1.096
N -2.111 1.453 -0.355
O -1.496 -2.003 -0.088
O 2.714 0.750 1.018
O 3.518 -1.056 -0.223
O -2.853 -0.806 1.128

(two)
The following is a DFT calculation (wB97M-V/def2-TZVPD) of a 2-piece molecular cluster, C5H9NO4 overall.

frontier orbital gap = 10.4 eV
LUMO = 0.71 eV
E_HOMO = -9.7 eV
net charge = 0
structure (SMILES) = N[C@]12C[C@@H](O)[C@H]1OC2=O.O

Atoms and positions in Å:
N -0.172 -2.951 -0.234
C -0.802 -1.956 0.551
C -1.933 -2.416 1.520
C -2.929 -1.479 0.790
O -3.758 -0.635 1.525
C -1.768 -0.865 -0.003
O -1.063 0.149 0.765
C -0.056 -0.768 1.155
O 0.860 -0.569 1.896
H 0.571 -2.555 -0.805
H 0.196 -3.707 0.335
H -2.161 -3.485 1.436
H -1.761 -2.164 2.574
H -3.567 -2.052 0.106
H -3.219 -0.082 2.100
H -1.863 -0.584 -1.056
O 1.688 1.124 -0.352
H 2.284 1.642 0.197
H 0.781 1.536 -0.228

Energies, relative to the best one, in eV: (one) 0.864; (two) 0.000.